1.
C31H28ClINOPRhS as an isolated structure in a non-equilibrium geometry. Source: OMol25; level of theory: wB97M-V/def2-TZVPD.

The total energy is -79868.0199 eV. The calculation puts the LUMO energy at -10.37 eV. Its energy relative to the best compared isomer or geometry (same formula, charge and spin) is 0.936 eV. For the orbital gap, the calculation gives 6.24 eV.

```
! wB97M-V def2-TZVPD RIJCOSX def2/J DEFGRID3
* xyz 3 1
C -3.95646 1.07506 -0.22098
I 1.55408 -1.13886 -2.51564
H -0.76519 0.67217 1.93661
H -3.21779 -0.57456 -1.37519
C -0.84903 -3.23155 -5.41829
H 1.89326 1.78715 -2.90497
H 1.15365 1.44266 3.47458
H -3.52069 -5.12161 -3.10400
C -1.06549 -2.78391 -2.62584
C -2.89252 -4.42353 -2.56569
C 0.05626 -2.37981 -4.76216
C -2.57916 1.78253 1.63273
H 3.92991 4.06809 3.56758
H 1.34851 3.17923 3.79842
C -3.02857 -4.26855 -1.21014
H 3.04535 -3.61119 2.00185
C 4.14789 3.04106 3.26959
Rh 0.85980 0.33998 -0.56734
C -0.42272 2.92626 -0.88089
C 0.23038 -1.90490 1.19889
H -0.75840 -3.37481 -6.48558
H -4.85508 1.18631 -0.81182
H 0.21571 5.72919 -2.66183
H 4.18335 3.67338 1.13942
H -2.47188 -4.59261 -5.17576
C -0.52786 4.24444 -1.29440
C 0.28500 4.70286 -2.32672
Cl -1.65097 5.27312 -0.51430
H -2.40501 -3.16286 0.50455
C -1.88659 -0.06137 0.24125
H -2.42003 2.43589 2.47996
C -3.72973 1.91629 0.86167
H 1.98454 -3.50113 4.22611
C 1.22780 2.50679 -2.45332
C -1.79908 -3.89564 -4.69400
C 1.49737 -3.04237 3.37601
H 1.80867 4.11492 -3.72467
C -3.03929 0.08527 -0.53508
S 2.07504 2.61531 1.62319
H -1.32955 -1.34786 2.59895
C 3.22483 2.06570 3.99284
C 1.83757 2.28875 3.40026
H 3.20519 2.23455 5.06832
C -1.65239 0.79944 1.32426
N 0.44351 2.07886 -1.45128
C -2.24257 -3.31727 -0.55788
C 1.46657 -2.54673 1.02793
C -1.92553 -3.69666 -3.29935
C -0.05465 -2.18677 -3.41029
H 1.91933 -2.63589 0.04759
O 1.94886 1.20702 0.94672
C 3.87788 2.84919 1.77987
P -0.65765 -1.29219 -0.20511
H -1.06373 2.53610 -0.10455
H 4.29309 1.91150 1.40641
C -1.28836 -2.56847 -1.24216
C 2.09682 -3.10715 2.12392
H 0.84265 -1.90852 -5.33671
H -3.74871 -4.84700 -0.64969
C 0.26668 -2.41107 3.54690
H 3.54268 1.03637 3.81851
C -0.36764 -1.82666 2.46743
H 5.20154 2.85797 3.47662
H -0.20065 -2.38769 4.52182
C 1.16768 3.81092 -2.90937
H -4.45843 2.67487 1.11422
*
```

These are the Mulliken partial charges, in e, on atoms 1 to 4:
1. C -0.749
2. I 0.357
3. H 0.041
4. H 0.504

2.
C30H23F3N4O2PdSTe as an isolated structure. Source: OMol25; level of theory: wB97M-V/def2-TZVPD.

The total energy is -71283.6292 eV. The calculation puts the LUMO energy at -7.45 eV. Its energy relative to the best compared isomer or geometry (same formula, charge and spin) is 0.224 eV. For the orbital gap, the calculation gives 5.08 eV.

```
! wB97M-V def2-TZVPD RIJCOSX def2/J DEFGRID3
* xyz 2 1
C 0.15831 1.94610 -7.48066
C -0.05860 3.72058 -2.42714
H -4.18314 1.87543 1.91005
H -1.99481 2.79454 -11.12390
H -1.32484 6.21819 2.15688
C -0.36217 2.95836 -8.34539
C 2.31240 3.03317 -2.95097
C 1.25482 2.58919 -0.77014
H 2.61741 4.63045 2.69713
C 3.56194 2.43525 -2.47867
H -0.18580 4.15249 -3.41058
H 4.38408 2.41048 -3.18163
H -4.73705 -2.09785 0.43217
C -2.74425 -1.47699 0.87475
H 0.65954 5.71055 -6.65574
C 2.57367 1.99769 -0.27916
C -0.18704 4.33197 -8.04349
H -1.85194 2.02036 4.51643
S -0.19453 -0.59592 1.43508
H -2.30016 4.04837 -9.89668
C 1.01896 3.67254 -6.04855
H 2.76308 2.20920 3.71159
Pd 0.15090 1.58061 2.10985
Te 0.54902 0.83211 4.39028
C -4.11038 -1.29094 0.78438
H 0.00085 0.91407 -7.76207
H 1.11162 6.33817 1.74447
C -0.66940 5.46108 2.56694
C 0.83981 2.28728 -6.36453
C -2.14919 -2.79370 0.43799
C -4.65855 -0.07046 1.15730
C 0.49570 4.67312 -6.91641
N 0.23148 2.61079 0.09201
H 1.25494 1.52095 -5.72231
C -0.86501 2.37894 4.79894
C -0.35493 3.47170 3.88513
H -2.26384 4.39362 3.52711
C 1.14374 3.11902 -2.05372
H 4.59856 1.48810 -0.89868
C 1.02886 3.53542 3.64405
H -0.75405 4.03289 -10.80891
F -3.09849 -3.67903 0.11945
F -1.37286 -2.63008 -0.65255
C 3.67846 1.93583 -1.24912
O 2.70723 1.63018 0.86473
H -2.04164 4.21787 -1.77138
F -1.38617 -3.34895 1.38835
C -1.54226 3.42510 -10.36808
H -0.57577 5.09802 -8.69643
N 1.66570 4.11174 -4.98050
H -5.72197 0.11012 1.10703
C 0.70328 5.52823 2.33412
C 1.54952 4.57340 2.86685
C -1.09532 3.76088 -1.52102
N -2.47208 0.75527 1.69005
O -0.97923 2.51208 -9.39934
H 2.21829 2.76297 5.31727
C -1.94357 -0.41575 1.33516
H -0.84922 2.65003 5.85456
C -1.19931 4.43952 3.33448
C -3.79799 0.90916 1.60225
N 2.28691 3.42585 -4.16234
C 1.89988 2.48839 4.31114
H -1.71755 3.14941 0.45320
C -0.91447 3.17574 -0.27269
*
```

These are the Mulliken partial charges, in e, on atoms 1 to 4:
1. C -0.888
2. C -0.204
3. H 0.417
4. H 0.244

3.
C2H7NiO3 as an isolated structure in a non-equilibrium geometry. Source: OMol25; level of theory: wB97M-V/def2-TZVPD.

The total energy is -49368.5728 eV. The calculation puts the LUMO energy (spin up / spin down) at 0.63 / -0.98 eV. Its expectation value of S² is 3.76. For the orbital gap (spin up / spin down), the calculation gives 7.76 / 9.18 eV.

```
! wB97M-V def2-TZVPD RIJCOSX def2/J DEFGRID3
* xyz 0 4
H 0.32900 -1.15026 3.55862
H 1.57780 1.05543 4.15305
C 2.59559 0.86511 4.53072
H 3.33857 1.24036 3.80640
Ni -0.95998 -0.28097 5.59568
O 2.80670 -0.50370 4.78928
H 3.71375 -1.18645 3.13542
C 2.76032 -1.33837 3.67656
O 1.71976 -1.16268 2.57861
O -0.04631 -1.32022 4.49460
H 1.90543 -0.37341 2.06302
H 2.65551 1.39165 5.49000
H 2.79443 -2.36997 4.04965
*
```

These are the Mulliken partial charges, in e, on atoms 1 to 4:
1. H 0.388
2. H 0.231
3. C -0.656
4. H 0.306

4.
C3H2N2O2 in the gas phase in a non-equilibrium geometry. Source: OMol25; level of theory: wB97M-V/def2-TZVPD.

The total energy is -10215.9351 eV. The calculation puts the LUMO energy at 0.06 eV. Its energy relative to the best compared isomer or geometry (same formula, charge and spin) is 2.254 eV. For the orbital gap, the calculation gives 11.30 eV.

```
! wB97M-V def2-TZVPD RIJCOSX def2/J DEFGRID3
* xyz 0 1
C 0.62887 0.26813 0.42032
C 2.70830 0.25753 -0.08246
N 0.15980 1.35280 0.80973
H -0.81880 1.44780 0.56078
O -2.05209 0.03012 -0.29885
O 0.09576 -0.73993 -0.36339
N 1.96145 -0.13801 0.77468
H -1.44678 -1.69772 -1.19209
C -1.23650 -0.78072 -0.62873
*
```

These are the Mulliken partial charges, in e, on atoms 1 to 4:
1. C 0.541
2. C -0.037
3. N -0.556
4. H 0.358

Question: Which formula does entry 1 have?
Answer: C31H28ClINOPRhS